Density functional theory data (ωB97M-V/def2-TZVPD) for a cluster of 2 separate species, C26H26N5O2S in total at a distorted geometry.

```
60
Properties=species:S:1:pos:R:3:lowdin_charge:R:1
C -2.19518 1.85497 -4.08700 -0.091
N -1.61560 2.27027 -2.80773 -0.057
C -1.96620 3.53537 -2.36774 -0.705
S -2.92319 4.57170 -3.27322 0.675
N -1.47658 3.88487 -1.11947 -0.050
C -1.74879 5.26400 -0.70007 -0.080
C -0.67841 3.06972 -0.28669 -0.342
O -0.19778 3.51198 0.76070 0.084
C -0.48021 1.69148 -0.72810 -0.042
C 0.09868 0.79760 0.12626 0.082
C 0.73059 -0.43714 -0.24571 -0.173
C 1.35411 -0.63835 -1.50380 0.021
C 1.75913 -1.89010 -1.92183 -0.139
C 1.61356 -3.00684 -1.04554 -0.096
N 1.95414 -4.25840 -1.46579 -0.091
C 2.70605 -4.46904 -2.68445 -0.175
C 2.27862 -3.51296 -3.78241 -0.172
C 2.32209 -2.06468 -3.29733 -0.149
C 2.05205 -5.35929 -0.53171 -0.175
C 0.93622 -5.30692 0.49305 -0.173
C 0.92492 -3.95424 1.20324 -0.149
C 1.09371 -2.80188 0.26589 -0.139
C 0.72090 -1.52780 0.65532 0.039
C -1.16291 1.24497 -1.94423 -0.351
O -1.36005 0.06311 -2.22992 0.069
H -1.81595 0.86798 -4.34203 0.083
H -3.28788 1.84546 -4.01090 0.080
H -1.92736 2.60905 -4.82942 0.059
H -1.27806 5.45070 0.26286 0.087
H -1.36965 5.93583 -1.47770 0.068
H -2.83402 5.40367 -0.66069 0.070
H 0.02354 1.00412 1.17956 0.062
H 1.51710 0.21547 -2.16454 0.133
H 3.78951 -4.36305 -2.48648 0.132
H 2.53299 -5.50932 -2.98398 0.116
H 2.94869 -3.64569 -4.63523 0.109
H 1.26176 -3.76327 -4.11001 0.121
H 1.76293 -1.43619 -4.00272 0.119
H 3.36455 -1.70606 -3.31698 0.123
H 2.00063 -6.28251 -1.11939 0.116
H 3.03405 -5.34314 -0.02260 0.133
H -0.02683 -5.46668 -0.00786 0.121
H 1.08073 -6.11635 1.21256 0.110
H -0.02188 -3.84190 1.74589 0.123
H 1.72823 -3.93313 1.95753 0.126
H 0.34322 -1.35672 1.66732 0.110
C -1.86452 3.92863 5.91765 -0.155
C -0.71698 3.12951 5.99074 -0.072
C -0.41583 2.28353 4.91914 -0.292
C -1.30185 2.24976 3.73934 -0.277
C -2.47412 3.01404 3.72769 -0.064
C -2.76075 3.82246 4.83805 -0.153
N -0.80592 1.30089 2.89525 0.017
C 0.28821 0.76878 3.51841 -0.254
N 0.57104 1.35206 4.72700 0.030
H -2.07466 4.63728 6.72187 0.076
H -0.04701 3.13431 6.85088 0.088
H -3.12600 2.94342 2.85514 0.090
H -3.69286 4.39038 4.87285 0.075
H 0.85513 -0.05570 3.08911 0.069
```

Computed properties:
Spin multiplicity ... 1
Total charge ... -1
Electronic energy ... -49767.1801 eV